Below is the ion C13H22N3 with charge +1, with properties calculated with ωB97M-V/def2-TZVPD.

Structure (XYZ):
```
38
Properties=species:S:1:pos:R:3:forces:R:3
C -3.8490 -1.7653 0.8067 0.1 0.2 -0.1
C -3.0766 -1.0584 -0.2926 -0.1 -1.0 0.1
N -3.1730 0.4268 -0.1946 -0.4 0.0 -0.1
H -4.1715 0.6536 -0.2221 0.2 0.0 0.0
C -2.6278 0.9706 1.0751 0.3 0.2 0.7
H -2.7454 2.0556 1.0391 -0.1 -0.1 -0.1
C -1.1479 0.5947 1.2258 0.0 -0.1 0.0
N -0.5559 0.3960 -0.0896 0.2 0.3 0.0
C 0.8770 0.2538 -0.0340 0.1 -0.1 0.0
C 1.7005 1.3380 0.2437 -0.1 -0.1 -0.1
C 3.0679 1.1914 0.3049 0.1 0.0 0.0
C 3.6492 -0.0626 0.0947 -0.4 0.0 0.1
C 2.8106 -1.1441 -0.1905 0.1 0.1 0.0
C 1.4369 -1.0050 -0.2582 0.0 0.2 0.0
C 0.5729 -2.1905 -0.5715 0.1 0.1 0.0
H 1.1869 -3.0450 -0.8400 0.0 -0.1 0.0
H -0.0276 -2.4673 0.2946 -0.1 -0.1 0.0
H -0.0921 -1.9691 -1.4043 -0.1 -0.1 0.0
H 3.2541 -2.1142 -0.3606 0.0 -0.1 0.0
N 4.9950 -0.2388 0.2199 0.4 0.0 0.0
H 5.5884 0.5718 0.2364 0.0 -0.1 0.0
H 5.4049 -1.0914 -0.1184 0.1 0.1 0.0
H 3.6964 2.0421 0.5196 0.1 0.1 0.0
H 1.2692 2.3150 0.4106 0.0 0.1 0.0
C -1.0301 1.4012 -1.0187 -0.1 0.0 0.0
H -0.4368 1.3404 -1.9313 -0.1 0.1 0.0
C -2.5056 1.1055 -1.3452 0.5 0.4 -0.6
H -3.0314 2.0361 -1.5646 -0.1 -0.1 0.1
H -2.5807 0.4528 -2.2148 -0.1 0.0 0.1
H -0.9319 2.4255 -0.6259 0.0 0.0 -0.1
H -1.0291 -0.3353 1.7878 -0.1 0.1 0.1
H -0.6435 1.3890 1.7979 -0.1 -0.1 0.0
H -3.2098 0.5957 1.9162 -0.1 0.0 -0.1
H -2.0173 -1.3157 -0.2685 -0.2 0.1 -0.1
H -3.4899 -1.3439 -1.2624 0.1 0.2 0.0
H -4.8790 -1.4169 0.8578 -0.1 0.0 0.0
H -3.3844 -1.6462 1.7809 0.0 0.0 0.1
H -3.8722 -2.8288 0.5856 0.0 -0.1 0.0
```
Positions in Å, forces in eV/Å.

The value obtained for the molar mass is 220.34 g/mol. Its gap between HOMO and LUMO is 7.683 eV. As for the charge: +1. Its SMILES is CC[NH+]1CCN(c2ccc(N)cc2C)CC1. As for the electronic energy: -672.59994 Eh.